ORCA calculation (wB97M-V/def2-TZVPD) on a structure of composition C43H59N6O4PSeSr.

Element x y z (Å)
Sr (-0.2850, -0.7697, -0.1997)
C (-0.1366, 0.4420, 3.6601)
C (-0.5694, 1.5286, 2.9128)
C (-1.6317, 1.0575, 2.0467)
C (-1.7422, -0.3536, 2.3021)
C (-0.8624, -0.7099, 3.3397)
C (-0.8773, -1.9407, 4.2095)
C (-1.7730, -3.0424, 3.6403)
C (0.5270, -2.5181, 4.4339)
C (-1.4402, -1.5013, 5.5760)
C (-2.8727, 1.7851, 1.5250)
C (-3.7761, 0.8569, 0.6925)
C (-3.7154, 2.2215, 2.7404)
C (-2.5972, 3.0133, 0.6489)
C (0.1339, 2.8716, 3.0403)
C (0.5872, 3.3815, 1.6677)
C (1.4197, 2.7309, 3.8735)
C (-0.7264, 3.9243, 3.7558)
H (0.6233, 0.4609, 4.4141)
H (-2.6046, -0.9429, 2.0426)
H (-1.4635, -3.3167, 2.6328)
H (-2.8090, -2.7150, 3.6091)
H (-1.7179, -3.9280, 4.2724)
H (0.9504, -2.8759, 3.4999)
H (0.4705, -3.3594, 5.1235)
H (1.1952, -1.7718, 4.8557)
H (-2.4295, -1.0610, 5.4594)
H (-0.7883, -0.7565, 6.0260)
H (-1.5114, -2.3523, 6.2509)
H (-4.2827, 0.1303, 1.3211)
H (-3.2004, 0.3279, -0.0669)
H (-4.5515, 1.4540, 0.2113)
H (-3.9487, 1.3603, 3.3611)
H (-4.6479, 2.6764, 2.4080)
H (-3.1829, 2.9364, 3.3552)
H (-1.9195, 2.7540, -0.1666)
H (-2.1763, 3.8257, 1.2297)
H (-3.5329, 3.3827, 0.2278)
H (1.0819, 2.5674, 1.1330)
H (1.2865, 4.2079, 1.7870)
H (-0.2446, 3.7314, 1.0732)
H (2.0933, 2.0044, 3.4222)
H (1.2045, 2.4326, 4.8961)
H (1.9291, 3.6936, 3.9108)
H (-1.5721, 4.2419, 3.1546)
H (-0.1278, 4.8063, 3.9808)
H (-1.1016, 3.5198, 4.6939)
Se (0.2322, -8.7877, -0.1139)
N (1.2251, -7.4846, 0.5584)
C (0.6639, -6.3254, 0.2553)
C (1.1789, -5.0483, 0.6505)
C (2.3976, -4.9239, 1.3256)
C (2.8313, -3.6682, 1.6892)
C (2.0250, -2.5721, 1.3739)
N (0.8767, -2.6699, 0.7390)
C (0.4336, -3.8751, 0.3576)
C (-0.8000, -3.9697, -0.3945)
N (-1.5000, -2.8558, -0.6406)
C (-2.5496, -2.9111, -1.4288)
C (-2.9923, -4.0768, -2.0522)
C (-2.3378, -5.2532, -1.7609)
C (-1.2399, -5.2249, -0.8944)
C (-0.5390, -6.4154, -0.5107)
N (-0.9289, -7.6456, -0.8010)
H (2.9641, -5.8179, 1.5473)
H (3.7631, -3.5238, 2.2149)
H (2.3210, -1.5722, 1.6699)
H (-3.0686, -1.9743, -1.5917)
H (-3.8283, -4.0495, -2.7368)
H (-2.6462, -6.1921, -2.1969)
O (-0.4164, -0.8801, -6.3806)
C (-1.2515, 0.0811, -6.0534)
O (-1.7017, 0.8629, -6.8583)
C (-1.6662, 0.1739, -4.6254)
C (-2.7316, 0.9501, -4.2030)
N (-2.8179, 0.8139, -2.8729)
N (-1.8611, 0.0119, -2.3962)
C (-1.1527, -0.4019, -3.4341)
C (-0.0212, -1.3812, -3.2278)
O (0.3112, -2.0665, -4.2051)
O (0.4772, -1.4359, -2.0882)
H (-0.1227, -1.4433, -5.5846)
H (-3.3958, 1.5646, -4.7740)
H (-3.5070, 1.2047, -2.2458)
C (4.5815, 2.5234, -1.7370)
C (3.3927, 2.0238, -0.9215)
C (3.7771, 0.7829, -0.1159)
P (1.7805, 1.6583, -1.8404)
C (2.1842, 1.1543, -3.6140)
C (3.0066, -0.1341, -3.6127)
C (2.7813, 2.1621, -4.5968)
C (1.0186, 3.3830, -1.9791)
C (-0.1847, 3.2906, -2.9081)
C (1.8974, 4.5887, -2.3018)
H (5.4008, 2.7919, -1.0679)
H (4.3211, 3.4015, -2.3198)
H (4.9449, 1.7510, -2.4077)
H (3.1142, 2.8066, -0.2044)
H (4.0310, -0.0471, -0.7725)
H (2.9441, 0.4856, 0.5255)
H (4.6396, 0.9892, 0.5165)
H (1.1836, 0.8964, -3.9870)
H (4.0489, 0.0559, -3.3646)
H (2.9701, -0.5888, -4.6023)
H (2.6004, -0.8503, -2.9007)
H (3.7404, 2.5408, -4.2595)
H (2.1140, 3.0012, -4.7758)
H (2.9364, 1.6556, -5.5510)
H (0.6291, 3.5392, -0.9657)
H (0.1118, 3.1367, -3.9404)
H (-0.7819, 4.1988, -2.8559)
H (-0.8015, 2.4484, -2.6033)
H (2.3986, 4.5022, -3.2601)
H (2.6408, 4.7484, -1.5249)
H (1.2672, 5.4776, -2.3410)

Results
Energy relative to the best compared isomer or geometry (same formula, charge and spin) in eV: 0.3883
HOMO-LUMO gap in eV: 4.8496
Multiplicity: 1
Highest occupied orbital energy in eV: -6.27

ORCA calculation (wB97M-V/def2-TZVPD) on a structure of composition C43H60BiBrCl2FN3O6PSe.

Element x y z (Å)
Bi (0.7034, 0.8624, -1.1980)
C (-3.0389, -3.6914, 4.3687)
C (-1.5979, -3.8447, 3.8595)
C (-0.6513, -3.4705, 4.9997)
C (-1.3528, -5.3134, 3.4881)
C (-1.3879, -2.9577, 2.6330)
C (-0.4187, -1.9738, 2.5580)
C (-0.3005, -1.1761, 1.4264)
Se (1.0629, 0.1625, 1.4253)
C (0.0360, 1.6002, 2.1503)
C (-0.1826, 1.6595, 3.5226)
C (-0.9354, 2.6786, 4.0698)
C (-1.4175, 3.6520, 3.1826)
C (-1.2135, 3.6349, 1.8140)
C (-0.4843, 2.5438, 1.2512)
O (-0.3240, 2.4618, -0.0513)
C (-1.7303, 4.7613, 0.9107)
C (-2.4514, 5.8457, 1.7110)
C (-2.7248, 4.2096, -0.1207)
C (-0.5449, 5.4218, 0.1861)
C (-1.2475, 2.7820, 5.5618)
C (-2.7684, 2.7847, 5.7697)
C (-0.6611, 4.0821, 6.1289)
C (-0.6642, 1.6085, 6.3480)
C (-1.1401, -1.3024, 0.3029)
O (-1.0439, -0.5301, -0.7523)
C (-2.1148, -2.3469, 0.3605)
C (-2.2023, -3.1180, 1.5075)
C (-3.0085, -2.6372, -0.8494)
C (-2.1276, -3.0762, -2.0296)
C (-4.0196, -3.7494, -0.5662)
C (-3.8048, -1.3925, -1.2556)
H (-3.1905, -4.2860, 5.2750)
H (-3.2529, -2.6457, 4.6008)
H (-3.7638, -4.0221, 3.6228)
H (-0.8510, -4.1053, 5.8667)
H (0.3950, -3.6093, 4.7174)
H (-0.7856, -2.4302, 5.3055)
H (-1.5257, -5.9655, 4.3502)
H (-2.0177, -5.6328, 2.6833)
H (-0.3241, -5.4560, 3.1488)
H (0.2713, -1.8098, 3.3758)
H (0.2467, 0.8860, 4.1464)
H (-1.9874, 4.4728, 3.5998)
H (-3.3292, 5.4549, 2.2331)
H (-1.7938, 6.3192, 2.4447)
H (-2.7922, 6.6214, 1.0212)
H (-3.5801, 3.7503, 0.3871)
H (-3.0961, 5.0274, -0.7468)
H (-2.2555, 3.4676, -0.7603)
H (0.1634, 5.8281, 0.9130)
H (-0.0162, 4.7152, -0.4499)
H (-0.9062, 6.2452, -0.4379)
H (-3.2377, 3.6342, 5.2705)
H (-3.2116, 1.8727, 5.3635)
H (-3.0092, 2.8429, 6.8358)
H (-1.0755, 4.9574, 5.6250)
H (-0.8819, 4.1695, 7.1974)
H (0.4228, 4.1034, 5.9964)
H (-1.0542, 0.6534, 5.9871)
H (0.4258, 1.5795, 6.2797)
H (-0.9318, 1.7051, 7.4032)
H (-2.9457, -3.9053, 1.5364)
H (-1.5124, -3.9360, -1.7484)
H (-2.7484, -3.3584, -2.8856)
H (-1.4729, -2.2608, -2.3314)
H (-3.5356, -4.7147, -0.3923)
H (-4.6458, -3.5172, 0.2988)
H (-4.6741, -3.8590, -1.4338)
H (-3.1353, -0.5767, -1.5101)
H (-4.4354, -1.6199, -2.1202)
H (-4.4545, -1.0760, -0.4321)
F (1.6770, -1.2053, -0.9902)
Cl (-5.5000, 1.2882, -3.4654)
C (-4.2863, 2.0055, -2.3568)
Cl (-2.6641, 1.9711, -2.9985)
H (-4.3159, 1.4398, -1.4356)
H (-4.5678, 3.0387, -2.1918)
O (0.0624, 2.3642, -3.5882)
C (0.6159, 2.0015, -4.6457)
O (1.2822, 0.9507, -4.8495)
H (0.5213, 2.6852, -5.5135)
Br (5.4446, 4.6872, -2.8879)
C (5.7670, 2.8506, -2.5381)
C (7.0064, 2.3777, -2.9600)
C (7.3739, 1.0644, -2.7219)
C (6.5026, 0.2232, -2.0432)
C (5.2712, 0.7046, -1.6314)
C (4.8652, 2.0204, -1.8762)
C (3.4385, 2.3952, -1.4622)
O (2.9053, 3.4002, -1.8961)
O (2.9090, 1.5160, -0.6818)
H (7.6793, 3.0523, -3.4718)
H (8.3404, 0.7080, -3.0580)
H (6.7908, -0.7996, -1.8263)
H (4.5650, 0.0782, -1.1005)
C (2.0300, -3.9962, -3.7762)
N (3.4833, -3.5324, -3.6408)
C (4.0481, -3.3402, -5.0453)
N (3.2689, -2.4225, -5.7929)
C (1.8839, -2.8931, -5.8647)
N (1.2767, -3.0885, -4.5532)
C (1.0540, -1.8105, -3.8469)
P (2.5912, -0.8109, -3.5695)
C (3.5691, -2.2442, -2.8564)
C (3.3408, -1.0342, -5.2624)
H (1.6328, -4.0720, -2.7648)
H (2.0775, -4.9796, -4.2502)
H (4.0079, -4.2617, -3.1606)
H (4.0383, -4.3276, -5.5127)
H (5.0721, -2.9877, -4.9257)
H (1.8637, -3.8419, -6.4084)
H (1.2984, -2.1545, -6.4082)
H (0.6280, -2.0140, -2.8637)
H (0.3551, -1.2030, -4.4189)
H (3.2022, -2.4254, -1.8455)
H (4.6258, -1.9648, -2.8269)
H (4.3930, -0.7390, -5.2101)
H (2.8370, -0.3644, -5.9551)

Results
Net charge: -1
Energy relative to the best compared isomer or geometry (same formula, charge and spin) in eV: 0.8661
HOMO-LUMO gap in eV: 6.2552
Multiplicity: 1
Highest occupied orbital energy in eV: -4.91

> Which of these has the lowest HOMO-LUMO gap?

C43H59N6O4PSeSr

> highest occupied orbital energy of number 1 (C43H59N6O4PSeSr)?

-6.27 eV

> Which of these has the lowest energy relative to the best compared isomer or geometry (same formula, charge and spin)?

C43H59N6O4PSeSr

> Which value of highest occupied orbital energy does entry 1 give?

-6.27 eV